Computed, not measured: a cluster of 2 separate species, C4H7N2 in total in a non-equilibrium geometry, with ωB97M-V/def2-TZVPD.

Values from the calculation:
gap between HOMO and LUMO (alpha / beta) = 9.93 / 6.66 eV
relative energy (zero: lowest compared OMol25 entry of this formula, charge and spin) = 515.4 kJ/mol

```
! RIJCOSX wB97M-V def2-TZVPD def2/J DEFGRID3
* xyz 1 3
C 0.1096 0.5118 0.7341
C -0.9482 0.8380 2.6503
C 0.2270 1.3950 1.9024
C 0.6769 -1.4946 -1.8374
N -1.0658 0.6733 1.2037
N 0.8235 -0.1996 -1.4907
H -0.8582 -0.0759 3.2107
H -1.7006 1.6009 2.9898
H 0.2765 2.4757 1.8655
H -0.2647 -1.9897 -1.8823
H 1.3147 -1.6934 -2.7076
H 1.3272 -2.2854 -1.3387
H 1.6674 0.1468 -1.0636
*
```

=====

Computed, not measured: a structure of composition C31H26CeClN3O3SSi in a non-equilibrium geometry, with ωB97M-V/def2-TZVPD.

Values from the calculation:
gap between HOMO and LUMO (alpha / beta) = 6.63 / 6.60 eV
relative energy (zero: lowest compared OMol25 entry of this formula, charge and spin) = 64.1 kJ/mol

```
! RIJCOSX wB97M-V def2-TZVPD def2/J DEFGRID3
* xyz 1 2
Ce -0.4771 -0.2834 -0.6539
N 1.7596 3.7094 -1.1551
C 0.7133 4.0880 -1.9653
C 0.4343 5.2207 -2.7167
C -0.7731 5.2432 -3.3856
C -1.6750 4.1728 -3.3467
C -1.4087 3.0416 -2.6083
C -0.2087 3.0216 -1.9010
N 0.2738 2.0585 -1.0572
C 1.4465 2.4927 -0.6327
C 2.2482 1.7188 0.2931
C 3.5251 1.9878 0.7147
S 4.0766 0.7851 1.7964
C 2.5602 -0.0070 1.6236
N 1.7159 0.5685 0.8280
H 2.6043 4.2311 -0.9893
H 1.1195 6.0501 -2.7759
H -1.0363 6.1170 -3.9595
H -2.5960 4.2456 -3.9039
H -2.0907 2.1948 -2.5559
H 4.1445 2.8149 0.4333
H 2.3380 -0.9121 2.1586
C 0.1484 -1.5807 -6.4371
C -0.8797 -1.1738 -5.4294
C -1.8765 -0.2562 -5.7335
C -2.8340 0.1013 -4.7942
Cl -4.0985 1.1900 -5.2361
C -2.8262 -0.4566 -3.5215
C -1.8526 -1.4067 -3.2127
C -0.8886 -1.7662 -4.1587
O -0.0366 -2.8106 -3.8633
C 1.2372 -2.4664 -3.3402
C 1.0167 -1.6516 -2.0673
O 1.2923 -0.4316 -2.0832
O 0.4548 -2.1946 -1.0855
H -0.2694 -1.5790 -7.4403
H 0.5231 -2.5762 -6.2049
H 0.9900 -0.8863 -6.4265
H -1.9272 0.1489 -6.7326
H -3.6192 -0.2341 -2.8173
H -1.9560 -2.0341 -2.3199
H 1.8329 -1.8818 -4.0518
H 1.7217 -3.4162 -3.1148
C -6.3270 -1.7145 -0.2295
C -6.3953 -0.6606 0.6639
C -5.2368 -0.1539 1.2284
C -3.9922 -0.6776 0.9015
C -3.9485 -1.7591 0.0198
C -5.0987 -2.2802 -0.5366
Si -2.3258 0.0524 1.5190
C -1.7197 -1.2512 2.8003
C -2.4625 -1.5502 3.9388
C -2.0577 -2.5374 4.8192
C -0.8916 -3.2422 4.5817
C -0.1323 -2.9566 3.4583
C -0.5487 -1.9739 2.5755
H -7.2248 -2.1002 -0.6835
H -7.3508 -0.2283 0.9204
H -5.2970 0.6659 1.9300
H -2.9782 -2.2203 -0.2106
H -5.0466 -3.1212 -1.2115
H -2.7486 1.2086 2.3681
H -3.3755 -1.0046 4.1237
H -2.6554 -2.7568 5.6907
H -0.5743 -4.0133 5.2667
H 0.7777 -3.5079 3.2739
H 0.0585 -1.7736 1.6725
*
```

=====

Computed, not measured: a structure of composition C14H20AuBF3N7, with ωB97M-V/def2-TZVPD.

Values from the calculation:
gap between HOMO and LUMO (alpha / beta) = 9.69 / 6.14 eV
relative energy (zero: lowest compared OMol25 entry of this formula, charge and spin) = 0.0 kJ/mol

```
! RIJCOSX wB97M-V def2-TZVPD def2/J DEFGRID3
* xyz 2 3
Au -0.0601 -0.4301 -1.4774
N -1.9542 -1.6140 -1.7186
C -1.6581 -3.0190 -1.3449
C -0.3954 -3.4474 -2.0588
N 0.7157 -2.5468 -1.6556
H -2.7416 -1.2629 -1.1825
H -2.2172 -1.5650 -2.7006
H -2.4853 -3.6799 -1.6007
H -1.5164 -3.0528 -0.2638
H -0.5244 -3.3568 -3.1380
H -0.1606 -4.4870 -1.8367
H 1.4913 -2.6360 -2.3042
H 1.0593 -2.8128 -0.7360
B 1.1096 2.9789 -1.2325
N 2.0930 1.8735 -1.2419
C 3.4375 2.1020 -1.0807
C 4.0916 0.9110 -1.1512
C 3.0729 -0.0328 -1.3698
N 1.8828 0.5508 -1.4268
N -0.3392 2.7224 -1.3839
C -1.2628 3.7382 -1.3573
C -2.4950 3.2099 -1.5914
C -2.2571 1.8349 -1.7652
N -0.9665 1.5524 -1.6413
H 1.4663 3.8639 -2.0535
H 1.3198 3.7390 -0.2654
H 3.8149 3.1023 -0.9363
H 5.1499 0.7317 -1.0682
H 3.1708 -1.0999 -1.4963
H -0.9579 4.7586 -1.1857
H -3.4373 3.7276 -1.6454
H -2.9708 1.0592 -1.9962
F 0.4440 0.1226 5.9469
C -0.5338 -0.6023 5.3964
F -1.7017 -0.1380 5.8374
F -0.3974 -1.8641 5.8138
C -0.4428 -0.5406 3.8848
C -1.4912 -0.0679 3.1189
C -1.3345 -0.0466 1.7425
N -0.2263 -0.4624 1.1242
C 0.7817 -0.9072 1.8849
C 0.7206 -0.9668 3.2633
H -2.4055 0.2778 3.5795
H -2.1305 0.3310 1.1086
H 1.6834 -1.2157 1.3649
H 1.5589 -1.3330 3.8409
*
```

=====

Computed, not measured: the molecule C16H23N3O2, with ωB97M-V/def2-TZVPD.

Values from the calculation:
gap between HOMO and LUMO = 8.73 eV
relative energy (zero: lowest compared OMol25 entry of this formula, charge and spin) = 35.7 kJ/mol
SMILES = C[C@@H](NC(=O)CN1CCC(C(N)=O)CC1)c1ccccc1

```
! RIJCOSX wB97M-V def2-TZVPD def2/J DEFGRID3
* xyz 0 1
C 1.8180 3.5072 -0.1685
C 1.1341 2.2677 0.4012
N -0.2043 2.1360 -0.1555
C -1.2627 1.7523 0.5882
O -1.1768 1.5328 1.7830
C -2.5805 1.6144 -0.1795
N -2.9855 0.2608 -0.5004
C -3.1765 -0.6272 0.6411
C -2.2607 -1.8581 0.6185
C -0.8591 -1.4454 0.1552
C 0.0972 -2.6215 0.2935
N 0.5253 -2.8192 1.5619
O 0.4249 -3.3470 -0.6183
C -0.9329 -0.9650 -1.2969
C -2.3216 -0.3794 -1.6126
C 1.9352 1.0071 0.1561
C 2.2301 0.5857 -1.1354
C 2.9214 -0.5930 -1.3513
C 3.3339 -1.3632 -0.2784
C 3.0526 -0.9474 1.0110
C 2.3522 0.2269 1.2257
H 1.9379 3.4241 -1.2464
H 1.2293 4.3950 0.0507
H 2.8024 3.6200 0.2778
H 0.9887 2.3892 1.4805
H -0.3047 2.2482 -1.1516
H -2.5387 2.1830 -1.1122
H -3.3651 2.0443 0.4527
H -2.9918 -0.0659 1.5586
H -4.2246 -0.9571 0.6469
H -2.6488 -2.6167 -0.0634
H -2.2246 -2.2933 1.6183
H -0.5027 -0.6446 0.8088
H 0.3120 -2.1705 2.2980
H 1.1677 -3.5709 1.7481
H -0.7389 -1.8176 -1.9511
H -0.1463 -0.2316 -1.4734
H -2.2522 0.3383 -2.4341
H -2.9867 -1.1840 -1.9410
H 1.9208 1.1805 -1.9840
H 3.1339 -0.9138 -2.3599
H 3.8680 -2.2851 -0.4490
H 3.3778 -1.5397 1.8541
H 2.1222 0.5436 2.2331
*
```

=====

Computed, not measured: a structure of composition C14H20Br2F4O3Pd in a non-equilibrium geometry, with ωB97M-V/def2-TZVPD.

Values from the calculation:
gap between HOMO and LUMO = 2.03 eV

```
! RIJCOSX wB97M-V def2-TZVPD def2/J DEFGRID3
* xyz 2 1
O 2.3345 -0.8426 -2.5561
C 1.4470 -0.7256 -1.6791
C -0.1278 -0.3955 -1.9137
C -0.8454 -0.6938 -0.5010
C -1.4930 -2.1849 -0.4043
C -0.4955 -3.3551 -0.8767
C 0.4318 -3.9477 0.3188
O -0.2747 -5.0930 0.8730
C -2.1436 0.2190 -0.1063
C -2.3106 1.5218 -1.0328
C -3.5221 2.4409 -0.4539
F -2.9908 3.2036 0.6857
C 0.4590 -0.4047 0.4215
C 0.5186 1.0361 1.1684
C 1.8637 1.2990 2.0018
C 2.7947 2.4531 1.4152
F 3.7184 2.7924 2.4750
Br 1.8382 4.1366 0.9551
C 3.7589 1.9694 0.1835
F 4.9323 2.7993 0.2987
F 4.2033 0.6404 0.3390
Br 2.9896 2.3698 -1.5990
O 1.6803 -0.8238 -0.2613
H -0.5907 -0.9541 -2.8107
H -0.0647 0.6807 -2.2939
H -2.4330 -2.2744 -1.0735
H -1.8271 -2.3523 0.6930
H 0.1323 -3.1049 -1.8025
H -1.1703 -4.2413 -1.1964
H 0.5825 -3.2133 1.1889
H 1.4503 -4.2922 -0.0864
H -1.2469 -4.9203 0.8583
H -3.1095 -0.4024 -0.2466
H -2.1385 0.5198 1.0019
H -2.6602 1.1612 -2.0705
H -1.3439 2.1261 -1.1509
H -4.3619 1.7281 -0.1363
H -3.8584 3.1436 -1.2936
H 0.3192 -1.1179 1.3255
H -0.3381 0.9983 1.9464
H 0.2413 1.8608 0.4186
H 2.4628 0.3348 2.1287
H 1.5515 1.6210 3.0695
Pd -0.3637 4.2840 1.7787
*
```